1.
A single C23H30N2O7S molecule in a non-equilibrium geometry. Source: the OMol25 dataset; level of theory: ωB97M-V/def2-TZVPD.

For the HOMO-LUMO gap, the calculation gives 8.58 eV. As for the LUMO energy: 0.020 hartree. The calculated total energy is -52484.356 eV. The calculation puts the energy above the lowest of the compared OMol25 structures with the same formula, charge and spin at 41.2 kJ/mol. The calculation puts the max |F| at 0.020 Eh/bohr.

The geometry in ORCA input format:
```
! RIJCOSX wB97M-V def2-TZVPD def2/J DEFGRID3
* xyz 0 1
C 3.832 2.167 -2.656
O 3.369 3.179 -1.792
C 2.350 2.881 -0.942
C 1.878 3.921 -0.145
C 0.834 3.718 0.735
C 0.221 2.476 0.841
O -0.863 2.213 1.642
C -1.183 3.153 2.643
C 0.719 1.418 0.067
N 0.146 0.138 0.150
C 0.146 -0.576 1.407
C 1.587 -0.850 1.868
O 2.020 -0.441 2.926
N 2.288 -1.551 0.968
C 3.695 -1.836 1.094
C 4.003 -3.337 1.074
C 5.467 -3.378 0.654
C 5.547 -2.329 -0.458
C 4.512 -1.257 -0.081
S -0.245 -0.730 -1.209
O -0.145 0.133 -2.346
O 0.516 -1.958 -1.239
C -1.953 -1.112 -0.880
C -2.457 -2.391 -0.969
C -3.796 -2.586 -0.689
C -4.634 -1.536 -0.312
O -5.911 -1.915 -0.071
C -6.920 -0.983 0.261
C -4.095 -0.232 -0.211
O -4.907 0.791 0.188
C -4.347 2.078 0.317
C -2.753 -0.047 -0.512
C 1.774 1.624 -0.809
H 4.572 2.645 -3.296
H 3.021 1.764 -3.270
H 4.307 1.353 -2.099
H 2.340 4.892 -0.232
H 0.488 4.549 1.327
H -0.314 3.384 3.265
H -1.949 2.682 3.258
H -1.583 4.078 2.214
H -0.369 0.009 2.173
H -0.385 -1.517 1.244
H 1.824 -1.857 0.117
H 4.015 -1.397 2.043
H 3.380 -3.820 0.319
H 3.820 -3.809 2.037
H 6.098 -3.084 1.495
H 5.781 -4.365 0.316
H 6.550 -1.915 -0.552
H 5.283 -2.786 -1.412
H 3.843 -1.057 -0.919
H 4.984 -0.318 0.204
H -1.811 -3.205 -1.251
H -4.239 -3.568 -0.750
H -7.046 -0.230 -0.518
H -7.830 -1.576 0.346
H -6.717 -0.490 1.213
H -5.154 2.705 0.693
H -4.005 2.465 -0.648
H -3.515 2.084 1.027
H -2.291 0.923 -0.456
H 2.109 0.780 -1.386
*
```

2.
A molecular structure, C23H30N4O4S in a non-equilibrium geometry. Source: the OMol25 dataset; level of theory: ωB97M-V/def2-TZVPD.

For the HOMO-LUMO gap, the calculation gives 8.66 eV. As for the LUMO energy: 0.006 hartree. The calculated total energy is -49303.853 eV. The calculation puts the energy above the lowest of the compared OMol25 structures with the same formula, charge and spin at 2198.3 kJ/mol. The calculation puts the max |F| at 0.323 Eh/bohr.

The geometry in ORCA input format:
```
! RIJCOSX wB97M-V def2-TZVPD def2/J DEFGRID3
* xyz 0 1
C -4.687 -0.252 2.171
H -4.838 -0.666 1.099
O -4.596 1.248 2.060
C -3.887 1.784 1.197
C -4.002 3.033 1.091
C -3.306 3.876 0.441
C -2.469 3.225 -0.330
C -2.298 1.988 -0.630
C -3.110 1.223 0.253
H -2.924 0.081 0.302
N -1.486 1.516 -1.417
C -0.203 1.653 -1.671
O 0.575 0.889 -2.589
C 0.573 2.514 -0.464
H 0.607 3.437 -0.991
C 1.888 1.858 -0.114
C 1.907 0.289 0.221
O 0.791 -0.210 0.377
N 3.156 -0.108 0.335
C 4.304 0.293 0.428
N 4.660 1.443 -0.031
C 5.946 1.669 0.200
C 6.737 0.540 0.355
S 5.596 -0.840 0.744
H 7.799 0.440 0.101
C 6.747 2.930 -0.247
H 6.359 3.436 0.520
H 6.351 3.431 -1.234
H 7.667 2.807 -0.133
H 2.980 -1.235 0.704
H 2.569 2.054 -1.201
H 2.446 2.437 0.403
H -0.009 2.448 0.434
C -2.100 0.319 -2.419
H -3.029 0.850 -2.756
H -1.341 0.526 -3.198
C -2.414 -0.952 -2.078
O -3.478 -1.466 -1.999
N -1.553 -1.508 -1.096
H -0.821 -0.926 -0.727
C -1.592 -3.020 -0.563
C -2.031 -3.030 1.024
C -0.731 -2.825 1.614
C 0.473 -3.807 1.149
C 0.681 -3.381 -0.436
C -0.306 -3.828 -1.193
H -0.622 -4.932 -1.027
H -0.145 -3.716 -2.201
H 1.640 -3.981 -0.803
H 0.938 -2.336 -0.479
H 1.446 -3.390 1.655
H 0.297 -4.672 1.242
H -0.637 -2.884 2.549
H -0.295 -1.820 1.544
H -2.072 -4.205 1.092
H -2.673 -2.363 1.309
H -2.591 -3.357 -1.319
H -1.874 3.947 -1.131
H -3.303 5.137 0.424
H -4.571 3.660 2.223
H -5.430 -0.627 2.721
H -3.713 -0.645 2.494
*
```

3.
A single C23H30N4O4S2 molecule in a non-equilibrium geometry. Source: the OMol25 dataset; level of theory: ωB97M-V/def2-TZVPD.

For the HOMO-LUMO gap, the calculation gives 8.72 eV. As for the LUMO energy: -0.006 hartree. The calculated total energy is -60158.788 eV. The calculation puts the energy above the lowest of the compared OMol25 structures with the same formula, charge and spin at 0.0 kJ/mol. The calculation puts the max |F| at 0.034 Eh/bohr.

The geometry in ORCA input format:
```
! RIJCOSX wB97M-V def2-TZVPD def2/J DEFGRID3
* xyz 0 1
O -1.773 6.155 1.436
C -0.967 5.361 1.001
C -0.944 4.973 -0.482
S -1.819 3.400 -0.792
C -0.574 2.289 -0.390
N 0.637 2.553 0.020
N 1.247 1.372 0.203
C 0.399 0.437 -0.099
C 0.625 -0.986 -0.039
C 1.857 -1.465 0.418
C 2.087 -2.825 0.488
C 1.097 -3.719 0.102
C -0.115 -3.235 -0.352
S -1.416 -4.363 -0.862
O -2.632 -3.984 -0.208
O -0.935 -5.705 -0.681
N -1.541 -3.918 -2.470
C -0.491 -4.457 -3.310
C -0.773 -5.894 -3.748
C -2.145 -5.974 -4.414
C -3.209 -5.441 -3.457
C -2.866 -4.010 -3.051
C -0.369 -1.882 -0.427
O -0.794 0.965 -0.493
N -0.027 4.744 1.728
C 0.147 4.962 3.144
C 1.625 5.213 3.469
C 2.480 4.053 3.034
C 3.159 4.073 1.894
C 3.993 2.941 1.384
C 4.276 1.917 2.479
C 2.982 1.607 3.222
C 2.501 2.859 3.948
H -1.501 5.718 -1.049
H 0.069 4.866 -0.863
H 2.610 -0.753 0.716
H 3.036 -3.193 0.846
H 1.241 -4.787 0.149
H 0.437 -4.403 -2.737
H -0.401 -3.803 -4.185
H -0.758 -6.533 -2.865
H 0.008 -6.225 -4.434
H -2.368 -7.007 -4.687
H -2.145 -5.375 -5.329
H -4.195 -5.464 -3.925
H -3.236 -6.060 -2.558
H -3.561 -3.642 -2.296
H -2.893 -3.346 -3.921
H -1.330 -1.541 -0.777
H 0.608 4.084 1.288
H -0.465 5.823 3.422
H -0.213 4.085 3.695
H 1.721 5.366 4.546
H 1.946 6.124 2.960
H 3.117 4.948 1.257
H 4.928 3.328 0.972
H 3.447 2.459 0.568
H 4.695 1.008 2.042
H 5.008 2.321 3.182
H 3.131 0.795 3.936
H 2.228 1.294 2.497
H 1.504 2.692 4.363
H 3.165 3.075 4.792
*
```

4.
A molecular structure, C23H30N6O3 in a non-equilibrium geometry. Source: the OMol25 dataset; level of theory: ωB97M-V/def2-TZVPD.

For the HOMO-LUMO gap, the calculation gives 7.64 eV. As for the LUMO energy: 0.011 hartree. The calculated total energy is -39400.359 eV. The calculation puts the energy above the lowest of the compared OMol25 structures with the same formula, charge and spin at 2301.7 kJ/mol. The calculation puts the max |F| at 0.376 Eh/bohr.

The geometry in ORCA input format:
```
! RIJCOSX wB97M-V def2-TZVPD def2/J DEFGRID3
* xyz 0 1
C 5.506 2.984 -1.400
C 5.659 1.621 -0.845
C 4.517 0.957 -0.745
C 4.461 -0.424 -0.152
C 5.648 -1.059 0.184
C 6.728 -0.216 0.260
C 6.625 0.996 -0.214
H 7.591 1.737 -0.603
C 8.036 -0.655 0.602
H 7.995 -1.262 1.626
H 8.756 0.314 0.864
H 8.391 -1.284 -0.136
H 5.703 -2.026 0.709
N 3.266 -1.089 0.020
C 2.007 -0.656 0.065
N 1.667 0.621 0.461
C 0.441 0.534 0.593
C -0.188 -0.625 0.604
C -1.437 -0.703 0.620
O -2.146 -1.839 0.764
N -2.281 0.386 0.817
C -1.833 1.770 1.080
O -2.426 2.760 1.159
N -0.417 1.855 0.914
C 0.248 3.289 0.495
H 1.338 3.057 1.136
H -0.357 3.597 1.337
H 0.343 3.670 -0.313
C -3.754 0.249 1.198
H -3.844 -0.775 1.481
H -3.975 1.103 1.807
C -4.451 0.567 -0.344
N -5.794 0.303 -0.062
C -6.121 -1.267 -0.370
C -7.596 -1.493 -0.019
O -8.385 -0.416 -0.751
C -8.121 0.751 -0.741
C -6.696 1.102 -0.641
H -6.525 2.179 -0.670
H -6.641 1.035 -1.890
H -8.754 1.227 -1.046
H -8.474 1.070 0.724
H -7.917 -2.503 -0.232
H -7.784 -1.384 1.075
H -5.561 -1.699 0.204
H -5.752 -1.454 -1.420
H -3.862 -0.074 -1.001
H -4.188 1.513 -0.384
N 0.943 -1.334 0.192
C 0.753 -2.790 0.208
C 2.139 -3.212 -0.693
H 2.243 -4.301 -0.710
C 3.538 -2.565 -0.109
H 4.307 -2.982 -0.482
H 3.581 -3.067 1.133
H 2.056 -2.809 -1.463
H -0.073 -3.200 -0.403
H 0.815 -3.319 1.205
H 3.443 1.345 -1.046
H 6.128 3.703 -0.583
H 6.003 2.883 -2.548
H 4.477 3.302 -1.526
*
```

5.
A molecular structure, C23H30NO8Pr in a non-equilibrium geometry. Source: the OMol25 dataset; level of theory: ωB97M-V/def2-TZVPD.

For the HOMO-LUMO gap (alpha / beta), the calculation gives 2.00 / 2.00 eV. As for the LUMO energy (alpha / beta): 0.150 / 0.150 hartree. Its expectation value of S² is 2.003. The calculated total energy is -56264.389 eV. The calculation puts the max |F| at 0.164 Eh/bohr.

The geometry in ORCA input format:
```
! RIJCOSX wB97M-V def2-TZVPD def2/J DEFGRID3
* xyz -2 3
C -4.667 3.674 -2.236
C -3.125 3.778 -2.279
C -4.988 2.166 -2.288
C -3.757 1.528 -2.934
H -5.906 1.975 -2.840
H -5.115 1.785 -1.272
C -2.592 2.346 -2.315
H -2.750 4.331 -1.421
H -2.810 4.310 -3.184
C -2.230 1.874 -0.918
H -1.700 2.267 -2.942
H -3.776 1.816 -3.997
C -3.627 0.055 -2.850
C -5.270 4.194 -0.937
C -5.270 4.386 -3.469
O -5.768 3.761 -4.395
O -4.643 4.362 0.106
O -6.591 4.371 -1.049
O -5.171 5.723 -3.583
C -4.720 6.576 -2.526
H -3.801 6.216 -2.055
H -5.503 6.697 -1.772
H -4.526 7.538 -2.995
C -7.279 4.748 0.147
H -7.172 3.979 0.915
H -8.325 4.856 -0.136
H -6.892 5.693 0.536
O -1.485 0.832 -1.028
H -3.127 1.648 -0.334
H -1.726 2.706 -0.397
C -3.122 -0.655 -4.033
C -4.182 -0.697 -1.717
H -5.276 -0.594 -1.632
H -3.771 -0.384 -0.748
H -3.962 -1.770 -1.806
H -2.535 -1.538 -3.751
H -2.488 -0.020 -4.664
H -3.942 -1.015 -4.677
Pr -0.016 -0.035 -0.007
C 2.281 -0.485 -0.989
C 1.465 0.151 -1.971
C 1.208 1.486 -1.549
H 1.110 -0.326 -2.842
C 1.742 1.680 -0.240
C 2.464 0.502 0.128
H 2.926 0.283 1.041
H 2.554 -1.497 -0.942
H 0.609 2.193 -2.080
H 1.685 2.555 0.343
C -0.954 -1.149 1.978
C 0.390 -0.713 2.312
C 0.391 0.738 2.285
H 1.203 -1.338 2.490
C -0.915 1.178 1.940
C -1.751 0.004 1.766
H -2.766 0.009 1.453
H -1.252 -2.152 1.855
H 1.225 1.348 2.489
H -1.224 2.184 1.806
O 3.776 -1.561 0.969
N 2.592 -1.900 1.134
O 2.269 -3.064 1.431
O 1.528 -1.235 0.733
*
```

6.
A molecular structure, C23H31AsBrF6N3OPtSi2Te. Source: the OMol25 dataset; level of theory: ωB97M-V/def2-TZVPD.

For the HOMO-LUMO gap (alpha / beta), the calculation gives 7.06 / 6.51 eV. As for the LUMO energy (alpha / beta): -0.152 / -0.201 hartree. Its expectation value of S² is 3.808. The calculated total energy is -204349.503 eV. The calculation puts the energy above the lowest of the compared OMol25 structures with the same formula, charge and spin at 0.0 kJ/mol. The calculation puts the max |F| at 0.003 Eh/bohr.

The geometry in ORCA input format:
```
! RIJCOSX wB97M-V def2-TZVPD def2/J DEFGRID3
* xyz 1 4
Pt 1.145 1.597 0.078
Br -2.767 7.868 -5.069
C -3.564 6.264 -4.496
C -4.767 6.307 -3.805
C -5.353 5.122 -3.397
C -4.705 3.914 -3.634
C -3.516 3.872 -4.358
C -2.947 5.054 -4.795
N -5.383 2.757 -3.151
N -4.774 1.734 -2.859
C -3.458 1.508 -2.572
C -2.836 0.387 -3.160
C -1.525 0.094 -2.926
C -0.764 0.861 -1.999
O 0.445 0.609 -1.764
C -1.439 1.956 -1.298
N -0.710 2.623 -0.377
C -1.265 3.601 0.314
C -2.600 3.969 0.129
C -3.356 3.304 -0.802
C -2.770 2.278 -1.562
H -5.246 7.255 -3.608
H -6.306 5.117 -2.885
H -3.054 2.930 -4.619
H -2.035 5.042 -5.376
H -3.426 -0.219 -3.835
H -1.038 -0.747 -3.398
H -0.643 4.091 1.051
H -3.023 4.759 0.732
H -4.400 3.555 -0.932
C 4.514 1.598 -2.595
Si 4.596 2.755 -1.133
C 3.001 3.753 -1.052
C 6.059 3.901 -1.218
C 4.720 1.741 0.456
Te 3.279 0.181 0.526
C 3.208 -0.106 2.626
Si 2.743 1.308 3.803
C 4.237 2.375 4.164
C 2.108 0.510 5.357
C 1.403 2.379 3.032
H 4.491 2.163 -3.530
H 3.618 0.971 -2.575
H 5.382 0.937 -2.632
H 2.981 4.507 -1.844
H 2.878 4.271 -0.099
H 2.108 3.130 -1.243
H 6.014 4.527 -2.112
H 6.994 3.339 -1.253
H 6.099 4.562 -0.349
H 4.576 2.374 1.332
H 5.699 1.264 0.539
H 4.192 -0.509 2.878
H 2.483 -0.914 2.740
H 5.116 1.772 4.399
H 4.033 3.003 5.034
H 4.498 3.045 3.342
H 2.866 -0.134 5.808
H 1.229 -0.100 5.144
H 1.833 1.264 6.097
H 1.774 2.861 2.112
H 1.124 3.190 3.709
H 0.504 1.792 2.828
F -0.468 0.357 1.063
As -0.576 -1.450 1.420
F -1.163 -1.607 -0.197
F 1.059 -1.544 0.805
F -0.632 -3.117 1.731
F 0.086 -1.067 2.975
F -2.154 -1.137 1.995
*
```

7.
A molecular structure, C23H31AsN2O2PtSi2 in a non-equilibrium geometry. Source: the OMol25 dataset; level of theory: ωB97M-V/def2-TZVPD.

For the HOMO-LUMO gap (alpha / beta), the calculation gives 3.84 / 3.84 eV. As for the LUMO energy (alpha / beta): -0.339 / -0.339 hartree. The calculated total energy is -111254.423 eV. The calculation puts the max |F| at 0.054 Eh/bohr.

The geometry in ORCA input format:
```
! RIJCOSX wB97M-V def2-TZVPD def2/J DEFGRID3
* xyz 2 1
Pt -0.056 -0.341 0.049
C -3.379 -0.923 -0.346
O -2.362 -0.036 0.144
C -2.634 1.327 0.072
C -3.912 1.831 -0.084
C -4.117 3.202 -0.131
C -3.046 4.077 -0.018
C -1.770 3.581 0.129
C -1.545 2.200 0.178
N -0.256 1.673 0.272
N 0.703 2.435 0.602
C 1.994 2.248 0.505
C 2.577 0.987 0.074
O 1.887 0.025 -0.428
C 3.974 0.820 0.193
C 4.787 1.867 0.505
C 4.268 3.140 0.879
C 5.123 4.198 1.223
C 4.611 5.401 1.649
C 3.228 5.582 1.717
C 2.371 4.568 1.340
C 2.869 3.327 0.930
H -4.193 -1.007 0.374
H -2.906 -1.891 -0.472
H -3.765 -0.574 -1.303
H -4.765 1.171 -0.153
H -5.122 3.579 -0.262
H -3.213 5.144 -0.049
H -0.916 4.237 0.200
H 4.378 -0.156 -0.040
H 5.861 1.731 0.485
H 6.193 4.056 1.139
H 5.275 6.205 1.934
H 2.825 6.527 2.052
H 1.303 4.731 1.348
C 2.912 -4.522 0.066
Si 1.712 -3.971 -1.267
C 0.643 -5.359 -1.950
C 2.345 -2.784 -2.565
As -0.048 -2.681 -0.059
Si -1.494 -4.107 1.365
C -0.325 -5.384 2.083
C -2.665 -4.866 0.101
C -2.277 -3.005 2.662
H 3.677 -5.160 -0.381
H 2.413 -5.103 0.843
H 3.416 -3.680 0.541
H 1.234 -6.014 -2.593
H -0.180 -4.967 -2.551
H 0.224 -5.975 -1.154
H 3.127 -3.262 -3.159
H 2.762 -1.879 -2.120
H 1.544 -2.489 -3.245
H 0.135 -5.996 1.307
H -0.895 -6.051 2.734
H 0.462 -4.930 2.686
H -2.108 -5.382 -0.682
H -3.317 -4.135 -0.377
H -3.307 -5.604 0.586
H -1.516 -2.554 3.301
H -2.926 -3.608 3.301
H -2.880 -2.205 2.232
*
```